No. 1
A 2-piece molecular cluster, C3H4NO3S overall at a distorted geometry. Source: the OMol25 dataset; level of theory: wB97M-V/def2-TZVPD.

Last column: Mulliken charge in e.
Positions of all 12 atoms, in Å:
C: -1.78072 -0.42599 -0.02104  -0.50
C: 2.55523 -0.48997 0.05606  0.56
C: 0.21020 0.86632 0.29260  -0.36
N: 1.24808 0.38859 -0.43246  -0.18
O: 3.17243 -0.93136 -0.86724  -0.63
O: 2.66424 -0.34023 1.23636  -0.62
O: -4.41119 -0.79626 -0.10795  -0.59
S: -3.29049 0.17221 0.07212  0.16
H: -1.59476 -1.43389 -0.20197  0.34
H: -0.13564 1.87350 0.04541  0.28
H: 0.14470 0.54601 1.36521  0.33
H: 1.21792 0.57105 -1.43710  0.21

Cartesian forces, eV/Å:
-0.8 3.7 0.6
-1.3 1.6 -0.1
1.2 -1.4 0.2
-1.5 0.2 0.0
0.5 -0.8 -1.5
0.2 -0.4 2.2
-0.4 0.1 0.0
2.0 -1.1 -0.2
0.2 -1.9 -0.3
-0.6 -0.7 -0.1
0.4 0.5 -1.2
0.1 0.1 0.5

## Properties
HOMO-LUMO gap = 8.31 eV
Total charge = -1
LUMO level = 3.506 eV
Maximum force = 0.074 hartree/bohr
Energy relative to the best compared isomer or geometry (same formula, charge and spin) = 290.8 kJ/mol
Calculated total energy = -795.3411 Eh


No. 2
A 2-piece molecular cluster, C3H4NO4S overall at a distorted geometry. Source: the OMol25 dataset; level of theory: wB97M-V/def2-TZVPD.

Last column: Mulliken charge in e.
Positions of all 13 atoms, in Å:
C: -0.03529 -0.79872 -2.15066  0.75
C: -1.78306 1.28250 1.03816  0.45
C: -0.79466 0.26976 1.18032  -0.66
N: -2.65556 2.01451 1.16113  -0.44
O: -0.55861 -1.59290 -1.47649  -0.63
O: -0.07820 0.38681 -2.33010  -0.61
O: 3.43880 -0.71094 -3.78052  -0.65
O: 1.34655 -1.42832 -2.71477  -0.39
S: 2.09266 -0.17785 -3.43725  0.47
H: -0.55659 -0.32802 0.21564  0.05
H: -0.88804 -0.30558 2.04368  0.34
H: 0.21528 0.68524 1.52831  0.23
H: 2.44703 0.35494 -2.17728  0.08

Cartesian forces, eV/Å:
3.2 0.5 -0.3
-0.5 0.0 0.8
4.0 -0.1 -2.1
-0.3 0.5 -0.4
-2.5 -3.1 1.9
-0.5 2.0 -0.9
-0.2 0.1 -0.9
-1.1 1.0 -0.9
1.9 -1.1 2.0
-0.8 0.8 1.7
-1.3 -1.5 1.1
-1.1 0.3 -1.1
-0.7 0.5 -0.9

## Properties
HOMO-LUMO gap = 8.69 eV
Total charge = -1
LUMO level = 3.488 eV
Maximum force = 0.088 hartree/bohr
Energy relative to the best compared isomer or geometry (same formula, charge and spin) = 82.0 kJ/mol
Calculated total energy = -870.6487 Eh


No. 3
A single C3H4NOP molecule at a distorted geometry. Source: the OMol25 dataset; level of theory: wB97M-V/def2-TZVPD.

Last column: Mulliken spin population.
Positions of all 10 atoms, in Å:
C: 0.49777 -1.27405 -0.15826  0.02
C: 2.00789 0.35789 0.07594  -0.07
C: -0.49592 -0.47128 -0.27508  0.97
N: 1.81910 -0.88209 -0.06919  0.43
O: 1.23876 1.33839 -0.01538  0.31
P: -2.08554 -0.07083 0.01707  0.12
H: 0.32752 -2.41425 -0.12120  0.06
H: 3.07986 0.52639 0.43712  0.01
H: -2.74012 0.47260 -1.22706  0.06
H: -1.82868 1.16305 0.75339  0.08

Cartesian forces, eV/Å:
3.4 -3.9 0.1
2.5 7.2 1.7
-1.3 2.0 -0.9
-3.0 -6.2 -0.8
0.8 -1.4 -0.1
-2.9 1.2 0.3
0.5 1.6 -0.1
-1.0 0.4 -0.6
1.3 -0.4 1.1
-0.3 -0.4 -0.7

## Properties
Spin multiplicity = 3
HOMO-LUMO gap (spin up / spin down) = 8.29 / 6.92 eV
Total charge = 0
LUMO level (spin up / spin down) = 0.503 / -2.912 eV
Maximum force = 0.152 hartree/bohr
Energy relative to the best compared isomer or geometry (same formula, charge and spin) = 120.5 kJ/mol
Calculated total energy = -587.8550 Eh


No. 4
An isolated ion of composition C3H4NOS and charge +1 at a distorted geometry. Source: the OMol25 dataset; level of theory: wB97M-V/def2-TZVPD.

Last column: Mulliken charge in e.
Positions of all 10 atoms, in Å:
C: -0.55440 0.50429 0.08239  -0.31
C: -1.63951 1.08046 0.14637  -0.06
C: -0.30631 -0.91825 -0.05126  -0.40
N: 1.87515 0.27680 0.11168  0.31
O: 2.93650 0.75618 0.24557  -0.35
S: 1.43477 -1.17457 -0.45300  0.16
H: 0.59197 1.02128 0.06049  0.55
H: -2.65205 1.50660 0.02957  0.37
H: -0.73398 -1.64627 0.76959  0.38
H: -0.95214 -1.40653 -0.94139  0.35

Cartesian forces, eV/Å:
-1.5 0.9 0.1
-1.0 0.7 -0.3
-2.4 -4.5 -1.3
-0.5 2.4 0.0
0.8 -0.3 0.0
0.2 -2.0 -0.1
0.3 -0.4 0.6
1.1 0.0 0.4
1.4 1.9 -0.9
1.7 1.5 1.5

## Properties
HOMO-LUMO gap (spin up / spin down) = 8.03 / 8.03 eV
Total charge = +1
LUMO level (spin up / spin down) = -6.459 / -6.460 eV
Maximum force = 0.103 hartree/bohr
Energy relative to the best compared isomer or geometry (same formula, charge and spin) = 472.6 kJ/mol
Calculated total energy = -644.3713 Eh


No. 5
A single C3H4O molecule at a distorted geometry. Source: the OMol25 dataset; level of theory: wB97M-V/def2-TZVPD.

Last column: Mulliken charge in e.
Positions of all 8 atoms, in Å:
C: -0.60337 0.43664 1.30160  0.54
C: 0.54177 0.40670 0.38584  -0.50
C: -0.75029 -0.34250 -0.03404  -0.58
O: -1.04584 0.74478 2.37063  -0.48
H: 1.37694 0.05545 0.75665  0.32
H: 0.70930 1.35400 -0.13738  0.20
H: -1.26316 0.06109 -0.94964  0.23
H: -0.68343 -1.37953 -0.03546  0.27

Cartesian forces, eV/Å:
-0.3 -0.5 -1.3
-4.0 3.4 -1.1
-0.2 2.2 0.1
0.1 -0.3 -0.8
4.2 -2.5 1.4
-0.1 -0.2 0.1
0.4 -0.2 1.3
-0.1 -1.8 0.2

## Properties
HOMO-LUMO gap = 10.18 eV
Total charge = 0
Structure (SMILES) = O=C1CC1
LUMO level = 0.964 eV
Maximum force = 0.104 hartree/bohr
Energy relative to the best compared isomer or geometry (same formula, charge and spin) = 122.6 kJ/mol
Calculated total energy = -191.8633 Eh


No. 6
A single C3H4O molecule at a distorted geometry. Source: the OMol25 dataset; level of theory: wB97M-V/def2-TZVPD.

Last column: Mulliken charge in e.
Positions of all 8 atoms, in Å:
C: 0.89199 0.14093 0.06817  0.51
C: -0.40058 0.77538 -0.00019  -0.54
C: -0.15953 -0.76391 0.01435  -0.47
O: 2.03580 -0.02576 -0.03693  -0.44
H: -0.68563 1.26770 -0.91727  0.23
H: -0.81948 1.21631 0.88950  0.24
H: -0.53326 -1.29118 0.88152  0.23
H: -0.32931 -1.31947 -0.89914  0.23

Cartesian forces, eV/Å:
-0.7 -1.1 0.0
-0.3 0.9 -0.1
-3.6 -1.6 0.1
4.5 1.5 -0.1
0.0 0.1 -0.1
-0.1 0.0 0.2
0.1 0.1 0.2
0.1 0.1 -0.1

## Properties
HOMO-LUMO gap = 10.20 eV
Total charge = 0
Structure (SMILES) = O=C1CC1
LUMO level = 0.992 eV
Maximum force = 0.092 hartree/bohr
Energy relative to the best compared isomer or geometry (same formula, charge and spin) = 122.0 kJ/mol
Calculated total energy = -191.8635 Eh


No. 7
A single C3H4O molecule. Source: the OMol25 dataset; level of theory: wB97M-V/def2-TZVPD.

Last column: Mulliken charge in e.
Positions of all 8 atoms, in Å:
O: -1.40328 1.03971 0.04761  -0.43
C: -0.81426 -0.12666 0.32860  -0.09
C: 0.51475 -0.44231 0.11755  -0.07
C: 1.79883 -0.30738 -0.12304  -0.45
H: -0.72067 1.69996 -0.15080  0.35
H: -1.54788 -0.87238 0.62276  0.35
H: -0.12136 -1.14730 -0.62164  0.16
H: 2.39174 0.12894 0.68925  0.17

Cartesian forces, eV/Å:
0.3 0.1 0.0
0.0 -0.2 0.0
0.3 0.2 0.1
-0.4 0.0 0.1
-0.1 -0.1 0.0
0.1 0.0 0.0
-0.1 -0.1 -0.1
-0.1 0.0 -0.1

## Properties
HOMO-LUMO gap = 8.18 eV
Total charge = 0
LUMO level = 0.270 eV
Maximum force = 0.008 hartree/bohr
Energy relative to the best compared isomer or geometry (same formula, charge and spin) = 414.6 kJ/mol
Calculated total energy = -191.7521 Eh


No. 8
A 2-piece molecular cluster, C3H4O overall at a distorted geometry. Source: the OMol25 dataset; level of theory: wB97M-V/def2-TZVPD.

Last column: Mulliken spin population.
Positions of all 8 atoms, in Å:
C: -2.38355 0.00303 -0.23136  -0.09
C: -1.22229 -0.53361 -0.07219  1.94
C: 2.27512 0.00645 0.23982  0.01
O: 3.01540 -0.66108 -0.43238  0.01
H: -2.27075 1.02999 -0.44279  0.07
H: -3.41360 -0.42800 -0.20847  0.07
H: 2.26913 -0.29145 1.36076  0.00
H: 1.73053 0.87467 -0.21338  0.00

Cartesian forces, eV/Å:
-1.2 -0.1 -0.1
0.8 -1.5 0.4
1.0 -0.8 1.0
-0.3 0.2 -0.4
-0.6 1.6 -0.3
1.0 0.0 0.1
-0.7 1.0 -1.3
0.0 -0.4 0.7

## Properties
Spin multiplicity = 3
HOMO-LUMO gap (spin up / spin down) = 9.57 / 7.37 eV
Total charge = 0
LUMO level (spin up / spin down) = 0.929 / -2.788 eV
Maximum force = 0.034 hartree/bohr
Energy relative to the best compared isomer or geometry (same formula, charge and spin) = 312.5 kJ/mol
Calculated total energy = -191.6721 Eh


No. 9
A single C3H4O2 molecule at a distorted geometry. Source: the OMol25 dataset; level of theory: wB97M-V/def2-TZVPD.

Last column: Mulliken charge in e.
Positions of all 9 atoms, in Å:
C: -0.29790 0.17362 -0.12777  -0.37
C: -1.65579 0.43203 -0.05598  0.01
C: 0.26928 -0.82326 0.63997  0.22
O: -2.54173 -0.31586 0.30357  -0.52
O: 1.58318 -1.23729 0.50245  -0.45
H: 0.33594 0.89480 -0.75475  0.17
H: -1.76543 1.46866 -0.37868  0.25
H: -0.20857 -1.55786 1.30614  0.36
H: 1.97140 -0.56624 -0.16222  0.33

Cartesian forces, eV/Å:
4.3 -1.6 0.9
-1.8 0.6 0.1
1.0 -0.6 -1.7
0.0 0.3 0.0
-0.5 2.8 -1.3
-0.8 -1.3 1.0
-1.4 0.6 -0.2
-0.4 0.9 -0.3
-0.4 -1.7 1.4

## Properties
HOMO-LUMO gap = 9.85 eV
Total charge = 0
Structure (SMILES) = O=C/C=C/O
LUMO level = 0.177 eV
Maximum force = 0.091 hartree/bohr
Energy relative to the best compared isomer or geometry (same formula, charge and spin) = 152.2 kJ/mol
Calculated total energy = -267.1348 Eh


No. 10
A single C3H4O2 molecule at a distorted geometry. Source: the OMol25 dataset; level of theory: wB97M-V/def2-TZVPD.

Last column: Mulliken charge in e.
Positions of all 9 atoms, in Å:
C: 1.42611 0.27300 -0.28276  0.46
C: 0.19152 -0.50003 -0.22784  0.16
C: -1.13338 0.22326 0.17123  -0.96
O: 2.21819 1.02209 -0.70423  -0.46
O: 1.20080 -0.45542 0.86724  -0.38
H: 0.17571 -1.55670 -0.76440  0.30
H: -0.76616 0.79265 1.03796  0.30
H: -1.84866 -0.50455 0.56572  0.28
H: -1.46411 0.70570 -0.66291  0.31

Cartesian forces, eV/Å:
-1.5 -1.6 1.5
-0.7 -1.5 -1.0
2.8 -2.9 2.3
0.7 0.6 -0.4
0.8 0.6 -0.8
-0.1 2.3 1.1
-0.7 0.6 -0.6
0.0 0.1 -0.3
-1.2 1.8 -1.9

## Properties
HOMO-LUMO gap = 11.29 eV
Total charge = 0
Structure (SMILES) = C[C@@H]1OC1=O
LUMO level = 0.889 eV
Maximum force = 0.090 hartree/bohr
Energy relative to the best compared isomer or geometry (same formula, charge and spin) = 163.2 kJ/mol
Calculated total energy = -267.1306 Eh


No. 11
A single C3H4O2 molecule at a distorted geometry. Source: the OMol25 dataset; level of theory: wB97M-V/def2-TZVPD.

Last column: Mulliken charge in e.
Positions of all 9 atoms, in Å:
C: -0.71012 0.18772 -0.14132  -0.64
C: 0.39125 0.08459 0.62048  0.04
C: 1.51046 -0.57995 0.14869  -0.16
O: 3.54988 -1.48127 -0.01089  -0.44
O: 2.76995 -0.61190 0.58566  0.02
H: -1.48829 0.98852 0.11772  0.22
H: -0.97139 -0.28700 -1.18787  0.24
H: 0.38314 0.53427 1.57492  0.33
H: 1.51911 -1.11407 -0.79482  0.38

Cartesian forces, eV/Å:
-2.6 1.1 -2.1
-0.1 0.1 -0.2
2.7 -1.6 -1.7
0.3 -0.2 -0.5
-2.1 0.8 1.4
1.0 -1.6 0.0
1.2 0.8 2.3
0.2 0.7 0.9
-0.6 -0.2 -0.1

## Properties
HOMO-LUMO gap (spin up / spin down) = 7.40 / 9.16 eV
Total charge = 0
LUMO level (spin up / spin down) = -0.952 / -0.736 eV
Maximum force = 0.069 hartree/bohr
Energy relative to the best compared isomer or geometry (same formula, charge and spin) = 572.4 kJ/mol
Calculated total energy = -266.9748 Eh


No. 12
A 2-piece molecular cluster, C3H4O2 overall at a distorted geometry. Source: the OMol25 dataset; level of theory: wB97M-V/def2-TZVPD.

Last column: Mulliken charge in e.
Positions of all 9 atoms, in Å:
C: -2.13682 -0.08459 0.10348  0.08
C: 1.46721 0.47321 0.31914  -0.21
C: 0.54288 -0.44552 -0.39222  -0.24
O: -2.75619 -1.03078 -0.33525  -0.36
O: 1.11312 0.58799 -1.05307  -0.31
H: -2.42566 0.78316 0.61227  0.30
H: 0.90687 1.11045 1.13102  0.20
H: 2.45095 -0.04174 0.39252  0.26
H: 0.83764 -1.35219 -0.77789  0.28

Cartesian forces, eV/Å:
0.5 -5.2 -2.8
-1.2 -1.4 1.5
-0.7 2.2 1.0
1.4 3.3 1.6
-0.3 1.5 -0.6
-1.0 1.6 1.0
1.8 -0.9 -1.8
-0.4 1.3 0.8
0.0 -2.5 -0.6

## Properties
HOMO-LUMO gap (spin up / spin down) = 8.72 / 8.86 eV
Total charge = 0
LUMO level (spin up / spin down) = 0.461 / 0.451 eV
Maximum force = 0.116 hartree/bohr
Energy relative to the best compared isomer or geometry (same formula, charge and spin) = 601.3 kJ/mol
Calculated total energy = -266.9637 Eh